No. 1
C8H15P | ωB97M-V/def2-TZVPD

The geometry in XYZ format:
```
24
Properties=species:S:1:pos:R:3:mulliken_charge:R:1
C -0.947 2.335 -0.972 -1.06
C -0.414 1.236 -1.516 -0.44
C -0.206 -0.240 -1.048 1.23
C -0.742 -1.130 -2.223 -1.44
C -1.045 -0.706 0.224 -0.84
C -0.078 -0.886 1.403 -0.54
C 1.291 -0.273 1.138 -0.11
C 1.251 1.228 1.564 -1.11
P 1.602 -0.536 -0.757 -0.13
H -0.955 3.284 -1.336 0.32
H -1.459 2.371 0.013 0.24
H 0.071 1.408 -2.486 0.36
H -0.936 -2.112 -1.645 0.38
H -0.047 -1.222 -3.073 0.40
H -1.618 -0.654 -2.696 0.35
H -1.604 -1.684 -0.041 0.29
H -1.820 0.116 0.489 0.18
H -0.331 -0.307 2.277 0.18
H -0.100 -2.013 1.532 0.30
H 1.990 -0.953 1.551 0.49
H 0.616 1.742 0.890 0.24
H 2.230 1.649 1.478 0.37
H 0.702 1.267 2.622 0.30
H 1.997 0.756 -1.228 0.04
```

Results
Relative energy (zero: lowest compared OMol25 entry of this formula, charge and spin) = 35.7 kcal/mol
HOMO-LUMO gap = 9.76 eV
SMILES string = C=C[C@]1(C)CC[C@H](C)P1
Largest force on an atom = 4.01 eV/Å
E = -17825.48419 eV
HOMO level = -8.79 eV


No. 2
C8H15PS | ωB97M-V/def2-TZVPD

The geometry in XYZ format:
```
25
Properties=species:S:1:pos:R:3:mulliken_charge:R:1
C -0.400 -0.957 -1.352 -0.36
C -1.202 -1.417 -0.295 -0.63
C 0.234 0.246 -1.239 -0.38
C -0.286 0.394 1.642 -0.60
C 1.193 -0.069 1.674 -0.68
C 2.107 1.801 -1.977 -1.10
C -2.225 -1.520 2.477 -0.96
C 1.051 0.695 -2.418 -0.52
P -1.706 -0.456 1.091 0.68
S -3.160 0.827 0.640 -0.46
H -0.130 -1.614 -2.158 0.36
H -1.505 -2.424 -0.494 0.37
H -0.069 1.057 -0.571 0.57
H -0.434 1.484 1.829 0.38
H 1.576 0.768 2.200 0.36
H 1.522 0.020 0.559 0.13
H 1.179 -1.037 2.134 0.30
H 2.870 2.104 -2.817 0.32
H 2.758 1.313 -1.057 0.22
H 1.590 2.656 -1.726 0.35
H -2.820 -0.892 3.108 0.34
H -2.915 -2.162 1.800 0.31
H -1.344 -2.000 3.004 0.31
H 1.623 -0.077 -2.902 0.38
H 0.493 1.261 -3.151 0.29
```

Results
Relative energy (zero: lowest compared OMol25 entry of this formula, charge and spin) = 88.4 kcal/mol
HOMO-LUMO gap (spin up / spin down) = 7.20 / 7.20 eV
Largest force on an atom = 4.87 eV/Å
E = -28659.20734 eV
HOMO level (spin up / spin down) = -8.18 / -7.77 eV


No. 3
C8H16 | ωB97M-V/def2-TZVPD

The geometry in XYZ format:
```
24
Properties=species:S:1:pos:R:3:mulliken_charge:R:1
C 2.516 -0.887 1.276 -0.89
C 3.098 -0.144 0.345 0.90
C 2.511 0.104 -1.019 -0.94
C 4.394 0.476 0.652 -1.16
H 3.013 -1.105 2.228 0.25
H 1.531 -1.334 1.101 0.26
H 3.045 -0.570 -1.711 0.27
H 2.731 1.146 -1.305 0.30
H 1.427 -0.069 -1.126 0.14
H 5.193 0.201 -0.058 0.27
H 4.788 0.384 1.678 0.33
H 4.114 1.528 0.475 0.27
C -2.406 -1.311 -0.459 -0.90
C -3.097 -0.174 -0.292 0.88
C -4.504 -0.147 0.333 -1.13
C -2.512 1.161 -0.566 -0.99
H -1.395 -1.289 -0.882 0.20
H -2.854 -2.291 -0.260 0.27
H -5.075 -1.072 0.521 0.33
H -5.062 0.470 -0.392 0.28
H -4.418 0.413 1.279 0.28
H -3.071 1.775 -1.292 0.31
H -1.476 1.046 -0.926 0.20
H -2.492 1.690 0.401 0.28
```

Results
Relative energy (zero: lowest compared OMol25 entry of this formula, charge and spin) = 25.3 kcal/mol
HOMO-LUMO gap = 10.11 eV
SMILES string = C=C(C)C.C=C(C)C
Largest force on an atom = 2.09 eV/Å
E = -8554.01504 eV
HOMO level = -9.17 eV


No. 4
C8H16 | ωB97M-V/def2-TZVPD

The geometry in XYZ format:
```
24
Properties=species:S:1:pos:R:3:mulliken_charge:R:1
C 2.053 1.857 -1.767 -1.19
C 1.854 0.585 -1.021 -0.07
C 1.159 -0.469 -1.468 -0.02
C 1.104 -1.801 -0.788 -1.09
H 1.970 1.790 -2.847 0.34
H 1.334 2.600 -1.378 0.25
H 2.981 2.339 -1.444 0.34
H 2.084 0.621 0.044 0.27
H 0.610 -0.357 -2.399 0.32
H 1.660 -1.806 0.146 0.25
H 0.081 -2.122 -0.585 0.20
H 1.515 -2.558 -1.463 0.41
C -0.444 -1.449 2.083 -1.22
C -1.556 -0.688 1.413 -0.12
C -1.459 0.549 0.931 0.23
C -2.668 1.390 0.566 -1.25
H -0.670 -1.567 3.147 0.38
H -0.442 -2.476 1.704 0.34
H 0.533 -0.988 1.986 0.22
H -2.560 -1.107 1.432 0.29
H -0.501 1.022 0.749 0.18
H -3.445 1.262 1.315 0.34
H -3.100 1.046 -0.382 0.27
H -2.425 2.442 0.435 0.34
```

Results
Relative energy (zero: lowest compared OMol25 entry of this formula, charge and spin) = 27.3 kcal/mol
HOMO-LUMO gap = 9.95 eV
SMILES string = C/C=C/C.C/C=C/C
Largest force on an atom = 1.55 eV/Å
E = -8553.92568 eV
HOMO level = -8.78 eV


No. 5
C8H16 | ωB97M-V/def2-TZVPD

The geometry in XYZ format:
```
24
Properties=species:S:1:pos:R:3:mulliken_charge:R:1
C -0.941 -3.407 -5.235 -0.83
C -0.276 -3.001 -4.152 -0.02
C 0.288 -3.928 -3.115 -0.25
C 0.651 -5.356 -3.455 -1.07
H -1.253 -2.718 -6.028 0.31
H -1.176 -4.470 -5.362 0.19
H -0.008 -1.947 -3.997 0.31
H -0.321 -3.929 -2.191 0.31
H 1.245 -3.420 -2.888 0.21
H -0.280 -5.900 -3.685 0.29
H 1.149 -5.854 -2.606 0.35
H 1.317 -5.409 -4.333 0.20
C 3.056 -0.670 -5.590 -0.84
C 2.349 -1.139 -6.639 0.02
C 2.904 -2.279 -7.430 -0.35
C 1.907 -3.365 -7.514 -0.75
H 2.791 0.194 -4.970 0.28
H 3.963 -1.227 -5.328 0.20
H 1.450 -0.577 -6.925 0.31
H 3.922 -2.594 -7.131 0.31
H 2.955 -1.922 -8.476 0.20
H 1.786 -3.896 -6.555 -0.01
H 2.364 -4.055 -8.243 0.35
H 0.910 -3.073 -7.883 0.27
```

Results
Relative energy (zero: lowest compared OMol25 entry of this formula, charge and spin) = 34.4 kcal/mol
HOMO-LUMO gap = 10.42 eV
SMILES string = C=CCC.C=CCC
Largest force on an atom = 2.80 eV/Å
E = -8553.61929 eV
HOMO level = -9.31 eV


No. 6
C8H16Br8 | ωB97M-V/def2-TZVPD

The geometry in XYZ format:
```
32
Properties=species:S:1:pos:R:3:mulliken_charge:R:1
Br -1.033 4.243 -8.141 -0.16
C -1.064 3.156 -6.524 -0.60
C 0.349 2.858 -6.136 -0.57
Br 0.362 1.977 -4.410 -0.11
H -1.631 2.253 -6.728 0.37
H -1.585 3.752 -5.782 0.37
H 0.949 3.759 -6.073 0.39
H 0.807 2.167 -6.836 0.37
Br -3.057 -2.847 5.848 -0.16
C -2.983 -1.179 4.878 -0.62
C -1.776 -1.192 4.004 -0.40
Br -1.678 0.441 2.962 -0.18
H -2.925 -0.378 5.614 0.37
H -3.909 -1.022 4.332 0.42
H -1.783 -2.010 3.288 0.38
H -0.859 -1.270 4.582 0.19
Br 1.456 -1.302 -0.628 -0.14
C 0.627 0.443 -0.972 -0.35
C -0.843 0.361 -0.670 -0.21
Br -1.813 -0.881 -1.799 -0.12
H 0.958 0.709 -1.969 -0.02
H 1.098 1.096 -0.240 0.35
H -1.355 1.316 -0.746 0.40
H -0.899 -0.022 0.346 -0.02
Br 1.963 -1.600 4.724 -0.13
C 2.083 -1.830 2.804 -0.60
C 3.494 -2.156 2.363 -0.50
Br 4.163 -3.815 3.068 -0.14
H 1.807 -0.877 2.360 0.30
H 1.357 -2.576 2.500 0.43
H 4.171 -1.375 2.702 0.39
H 3.551 -2.196 1.279 0.27
```

Results
Relative energy (zero: lowest compared OMol25 entry of this formula, charge and spin) = 5.9 kcal/mol
HOMO-LUMO gap = 10.36 eV
SMILES string = BrCCBr.BrCCBr.BrCCBr.BrCCBr
Largest force on an atom = 0.81 eV/Å
E = -568895.92865 eV
HOMO level = -10.10 eV


No. 7
C8H16Br8F12OP2V | ωB97M-V/def2-TZVPD

The geometry in XYZ format:
```
48
Properties=species:S:1:pos:R:3:mulliken_charge:R:1
O -2.079 4.683 -0.025 -0.40
V -1.330 3.326 -0.635 1.48
P -1.533 0.776 0.599 1.49
F -1.295 2.285 1.067 -0.42
F -2.744 0.602 1.566 -0.32
F -2.551 1.550 -0.458 -0.35
F -1.617 -0.669 -0.175 -0.27
F -0.463 1.322 -0.561 -0.21
F -0.606 0.284 1.872 -0.20
P -0.713 3.914 -3.667 1.22
F 0.745 4.255 -4.280 -0.34
F -1.601 4.780 -4.635 -0.28
F -0.738 2.479 -4.439 -0.28
F -1.990 3.511 -2.722 -0.33
F 0.022 3.010 -2.605 -0.37
F -0.489 5.051 -2.516 -0.34
Br -1.464 -3.749 4.708 -0.17
C -0.297 -3.622 3.063 -0.17
C -1.215 -3.585 1.861 -0.47
Br -0.227 -3.706 0.155 -0.16
H 0.435 -4.429 3.092 0.47
H 0.233 -2.685 3.234 -0.22
H -1.707 -2.613 1.907 0.24
H -1.951 -4.388 1.834 0.44
Br 2.686 0.859 -0.036 -0.18
C 2.751 -0.956 0.674 -0.10
C 3.168 -2.010 -0.427 -0.46
Br 5.067 -2.237 -0.207 -0.16
H 1.770 -1.229 1.065 -0.19
H 3.341 -0.844 1.584 0.51
H 2.996 -1.654 -1.442 0.33
H 2.752 -3.015 -0.485 0.26
Br 2.376 -1.399 4.361 -0.19
C 1.275 0.281 4.555 -0.24
C 1.836 1.440 3.619 -0.07
Br 0.848 3.117 3.832 -0.17
H 1.128 0.440 5.623 0.47
H 0.364 0.055 4.001 0.00
H 1.838 1.095 2.584 -0.25
H 2.821 1.730 3.985 0.44
Br 0.585 -2.127 -4.064 -0.17
C -0.792 -0.748 -3.896 -0.12
C -2.200 -1.300 -4.066 -0.52
Br -3.485 0.151 -3.540 -0.20
H -0.591 0.041 -4.620 0.35
H -0.679 -0.304 -2.907 -0.17
H -2.269 -2.125 -3.356 0.36
H -2.412 -1.642 -5.079 0.43
```

Results
HOMO-LUMO gap (spin up / spin down) = 6.03 / 6.70 eV
2S+1 = 2
Largest force on an atom = 6.08 eV/Å
E = -647827.23163 eV
HOMO level (spin up / spin down) = -10.22 / -10.22 eV
<S²> = 0.907


No. 8
C8H16BrClSi | ωB97M-V/def2-TZVPD

The geometry in XYZ format:
```
27
Properties=species:S:1:pos:R:3:mulliken_charge:R:1
C -0.895 -1.873 -2.945 -0.54
C -0.782 -0.719 -2.333 -0.18
C -1.009 -0.042 2.760 -1.62
C -2.465 -0.761 0.845 -1.51
C 1.306 2.156 -0.141 -1.42
C 2.798 0.283 -0.883 -1.53
C -1.237 0.054 1.250 0.67
C 1.783 0.736 0.166 0.56
Si 0.325 -0.490 0.291 0.42
Cl 0.948 -2.352 0.780 -0.32
Br -1.284 0.945 -3.091 -0.18
H -1.294 -1.988 -3.946 0.28
H -0.587 -2.780 -2.453 0.21
H -0.820 -1.072 3.056 0.36
H -0.164 0.567 3.075 0.38
H -1.893 0.304 3.292 0.43
H -2.344 -1.807 1.125 0.34
H -2.618 -0.707 -0.231 0.37
H -3.356 -0.375 1.342 0.42
H 0.827 2.195 -1.115 0.25
H 0.597 2.506 0.606 0.36
H 2.152 2.841 -0.149 0.45
H 2.346 0.289 -1.872 0.35
H 3.155 -0.723 -0.676 0.35
H 3.655 0.954 -0.893 0.43
H -1.443 1.100 1.004 0.30
H 2.296 0.758 1.137 0.38
```

Results
Relative energy (zero: lowest compared OMol25 entry of this formula, charge and spin) = 0.0 kcal/mol
HOMO-LUMO gap = 8.39 eV
Largest force on an atom = 3.35 eV/Å
E = -98997.27836 eV
HOMO level = -8.22 eV